# C19H21CdIN2O3S

A structure of composition C19H21CdIN2O3S (ωB97M-V/def2-TZVPD, the OMol25 dataset).

Structure (XYZ):
```
48
C19H21CdIN2O3S, DFT ωB97M-V/def2-TZVPD
I -2.21332 -0.92316 -2.90618
Cd -1.66401 0.24984 -0.49686
S 0.94280 -0.33470 0.79379
O 0.87830 0.39809 -0.48649
O 1.64106 0.30786 1.87954
O -0.42457 -0.83312 1.17124
N -1.06326 2.29262 -1.74396
N -1.21453 2.05813 0.98137
C -0.83491 3.24854 0.45267
C -0.26724 4.05978 2.66390
C -3.33326 -1.21571 1.40174
C -0.83588 3.40690 -1.02125
C 1.76057 -3.99068 -0.70557
C 1.12848 -2.78438 -0.42520
C -0.29906 4.24454 1.28417
C 1.76645 -1.86734 0.41893
C -0.81633 2.31586 -3.05607
C 3.60292 -3.39128 0.74835
C -0.28449 4.64990 -3.03623
C -0.66051 2.83090 3.18929
C -1.05143 1.83268 2.30040
C -0.41767 3.45833 -3.75377
C 2.95655 -2.20187 1.06751
C -3.36232 -2.05453 0.11208
C -0.48568 4.62295 -1.65772
C 3.02115 -4.27432 -0.16385
C 3.75701 -5.52004 -0.55202
H 4.04897 -6.08178 0.34256
H -3.35163 -0.13193 1.23837
H -2.48445 -1.46365 2.04769
H -0.96543 1.36419 -3.57155
H -2.35988 -2.37648 -0.21475
H 3.13464 -6.15151 -1.19091
H 0.11744 5.13569 0.81103
H -0.01767 5.57983 -3.53079
H -3.93359 -2.98087 0.28713
H -3.87107 -1.51609 -0.70131
H 0.08728 4.86874 3.30391
H 1.28008 -4.72512 -1.35387
H -0.64689 2.61230 4.25203
H 4.67735 -5.30743 -1.10945
H -4.22506 -1.43813 1.99951
H 3.37627 -1.52426 1.80321
H -0.22799 3.38865 -4.82339
H 0.15971 -2.55078 -0.86808
H 4.56057 -3.63454 1.21847
H -1.23195 0.82250 2.66012
H -0.35357 5.52489 -1.05974
```

Calculated values
LUMO energy (eV): -0.62
2S+1: 1

# C19H21Cl2NO5S

An isolated molecule of C19H21Cl2NO5S (ωB97M-V/def2-TZVPD, the OMol25 dataset).

Structure (XYZ):
```
49
C19H21Cl2NO5S, DFT ωB97M-V/def2-TZVPD
Cl 5.55214 -4.34460 3.31162
Cl 2.95817 -6.13946 3.91631
S 2.79251 -2.03997 -0.88547
O -0.04109 2.65986 1.49683
O 0.39181 -1.35637 2.60238
O 2.12616 -0.34812 1.02209
O 2.92400 0.96094 -1.34549
O -5.21204 1.95567 -2.64030
N -0.80567 1.27938 -0.67931
C 1.59226 -0.77847 -0.25328
C -5.63797 0.59332 -2.43865
C 1.80004 -4.02053 0.73977
C 1.31476 0.62314 1.74982
C 4.06321 -4.15567 2.39227
C 2.93905 -4.95703 2.65153
C -2.99976 1.63906 -1.59635
C -3.66156 3.75478 -2.52098
C -1.49142 3.53201 -1.48709
C -3.98096 2.42707 -2.23685
C 4.01422 -3.23949 1.33169
C 1.81418 -4.87589 1.82543
C -1.76048 2.16302 -1.26456
C 2.88324 -3.15388 0.50884
C 0.64927 1.56789 -0.56054
C 1.02377 1.88820 0.91998
C -2.42491 4.33484 -2.13334
C 0.05506 -0.01525 2.29692
C 1.58115 0.45356 -1.15261
H -0.73870 -0.02844 1.55060
H 4.89851 -2.64682 1.14040
H -6.68210 0.52022 -2.68319
H -2.20847 5.36540 -2.37620
H -5.51364 0.35989 -1.38289
H 1.89086 0.88775 2.65606
H 3.55038 0.24461 -1.37171
H -1.12416 0.30453 -0.52878
H -4.36582 4.36137 -3.09284
H 1.00655 -5.54023 2.06136
H 1.24026 -1.64638 2.21024
H 0.62028 -1.22266 -0.13345
H -0.82243 2.57776 0.92040
H 0.87843 2.47488 -1.12365
H -3.19204 0.60052 -1.39829
H 1.13582 0.14610 -2.12529
H 0.90681 -3.95714 0.14771
H -0.54823 3.96520 -1.13511
H -0.28637 0.46901 3.24178
H 1.95992 2.46576 0.90946
H -5.06500 -0.10933 -3.05727
```

Calculated values
LUMO energy (eV): 0.26
2S+1: 1
Structure (SMILES): COc1cccc(N[C@@H]2[C@@H](O)[C@@H](Sc3ccc(Cl)c(Cl)c3)O[C@H](CO)[C@@H]2O)c1

# C19H21ClN2O3S

An isolated molecule of C19H21ClN2O3S (ωB97M-V/def2-TZVPD, the OMol25 dataset).

Structure (XYZ):
```
47
C19H21ClN2O3S, DFT ωB97M-V/def2-TZVPD
Cl 6.64255 0.30109 -1.31023
S 1.22552 0.88963 1.75063
O 0.94286 2.26069 2.05948
O 1.15337 -0.07843 2.79971
O -0.71119 0.66408 -2.66898
N 0.15994 0.44818 0.52803
N -2.23524 1.17434 -1.10475
C -4.44087 0.44380 -0.87474
C 0.12162 1.41984 -0.54810
C -2.66794 1.65430 0.19510
C 2.82602 0.76245 0.95782
C -0.46855 -3.18556 0.61907
C 5.17087 0.47970 -0.43305
C 0.94372 -1.37690 -0.90195
C 4.60891 -0.62876 0.18772
C -1.36267 -1.42335 2.13097
C 0.27104 -3.63005 -0.45989
C -3.35447 0.71182 -1.90785
C 3.38450 1.86689 0.34322
C 0.97660 -2.71912 -1.22706
C 3.42372 -0.48199 0.88649
C -4.19457 1.55457 0.14474
C -0.97829 1.05358 -1.54662
C 4.57130 1.73003 -0.35649
C 0.19667 -0.92946 0.18386
C -0.52503 -1.83834 0.96077
H 5.02757 2.57887 -0.84067
H -4.28470 -0.53228 -0.41456
H -2.40218 -1.70967 1.96837
H 2.89335 2.82273 0.43575
H -1.02579 -3.89344 1.21592
H -2.33012 2.68052 0.36474
H -3.65901 1.49518 -2.61142
H -1.29682 -0.35446 2.30335
H 1.48903 -0.67202 -1.50915
H -4.62074 1.33484 1.12107
H 5.09322 -1.58980 0.11980
H -3.05251 -0.16634 -2.48028
H 1.06800 1.47205 -1.10338
H -2.25297 1.02498 0.98547
H 2.95989 -1.31536 1.38935
H -0.06376 2.38833 -0.08001
H 0.29374 -4.68137 -0.70486
H -4.62218 2.48983 -0.21817
H -1.00816 -1.92305 3.03026
H 1.55393 -3.04929 -2.07697
H -5.44019 0.47675 -1.30245
```

Calculated values
LUMO energy (eV): 0.42
2S+1: 1
Structure (SMILES): Cc1ccccc1N(CC(=O)N1CCCC1)S(=O)(=O)c1ccc(Cl)cc1

It is found that the E_HOMO values, taken in the order of the records, are -8.54 -8.20 -9.05 eV.
It is found that the max |F| values, taken in the order of the records, are 1.3 2.2 1.1 eV/Å.